The following is a DFT calculation (wB97M-V/def2-TZVPD) of a cluster of 2 separate species, C2H10N4 in total in a non-equilibrium geometry.

```
16
Properties=species:S:1:pos:R:3:forces:R:3:mulliken_charge:R:1
N -0.754 -0.160 -2.110 -0.5 -0.3 -0.4 -0.396
C 0.269 0.816 -2.063 0.9 0.8 0.9 -0.479
N 0.489 1.476 -0.749 0.3 -0.2 -0.4 -0.654
H -0.570 -1.148 -2.033 0.0 0.5 0.0 0.177
H -1.693 0.145 -2.275 -0.1 -0.3 0.0 0.158
H 1.227 0.350 -2.304 -0.1 0.0 -0.1 0.343
H 0.142 1.633 -2.790 -0.3 -0.4 0.1 0.318
H -0.307 2.015 -0.427 -0.1 -0.2 -0.2 0.224
H 0.670 0.756 -0.057 0.0 0.0 0.0 0.292
N -0.399 0.062 2.407 0.8 -0.1 -0.3 -0.405
C -0.025 -1.212 2.088 -0.4 -0.4 -1.0 0.037
N 1.114 -1.398 1.566 0.9 0.6 0.3 -0.656
H -1.171 0.338 2.970 -0.3 -0.3 0.2 0.195
H 0.413 0.658 2.367 -0.2 0.5 0.2 0.273
H -0.779 -1.996 2.094 -0.3 0.1 0.6 0.355
H 1.374 -2.338 1.314 -0.5 -0.2 0.0 0.217
```
Positions in Å, forces in eV/Å.

largest force on an atom	0.0289	hartree/bohr
molecular weight	90.13	g/mol
energy above the lowest of the compared OMol25 structures with the same formula, charge and spin	18.3	kcal/mol
orbital gap	9.40	eV
SMILES	[H]/N=C/N.NCN
2S+1	1
electronic energy	-301.1989	hartree
HOMO	-8.41	eV


The following is a DFT calculation (wB97M-V/def2-TZVPD) of an isolated molecule of C2H4INO in a non-equilibrium geometry.

```
9
Properties=species:S:1:pos:R:3:forces:R:3:lowdin_spin:R:1
C 0.148 -0.715 -0.608 3.6 2.4 1.5 0.529
C -0.032 0.483 0.164 0.1 1.0 3.1 0.097
N -0.768 -1.206 -1.309 -0.9 0.8 -0.9 0.948
O 0.052 0.175 1.592 -2.3 0.5 -0.5 0.052
I 1.992 -1.764 -0.035 -1.0 0.1 -0.7 0.290
H -1.009 0.906 0.069 -1.1 -0.4 -0.3 0.003
H 0.532 1.392 -0.013 1.2 -0.2 -0.4 0.023
H -0.836 -2.068 -1.648 -1.5 -4.3 -1.8 0.055
H 0.915 0.156 1.938 1.8 0.1 0.2 0.003
```
Positions in Å, forces in eV/Å.

largest force on an atom	0.0947	hartree/bohr
molecular weight	184.96	g/mol
energy above the lowest of the compared OMol25 structures with the same formula, charge and spin	23.7	kcal/mol
orbital gap (spin up / spin down)	6.29 / 6.52	eV
2S+1	3
electronic energy	-506.0938	hartree
HOMO (spin up / spin down)	-5.99 / -9.85	eV